The following is a DFT calculation (ωB97M-V with the def2-TZVPD basis set) of a 10-piece molecular cluster, C26H70BIO10S2 overall in a non-equilibrium geometry.

Geometry as XYZ:
```
110
Properties=species:S:1:pos:R:3:forces:R:3
C -4.141406 0.907752 -1.616247 0.379 0.724 0.175
C -4.392457 2.425468 -1.552039 -0.336 -0.716 0.068
S -4.608087 3.033059 0.134171 -0.211 0.603 0.045
C -2.901702 3.349571 0.668548 0.148 -0.625 -0.044
B -2.375697 2.342410 1.744342 0.327 0.014 -0.066
C -0.837651 1.984847 1.756146 -0.821 -0.278 -0.305
S -0.522849 0.212200 1.960270 0.424 -0.187 0.433
C -1.408568 -0.644041 0.620302 -0.180 0.220 0.224
C -2.464380 -1.601446 1.139604 0.182 0.031 0.167
C -3.286803 1.653470 2.834593 -0.147 0.384 -0.027
C -4.476277 2.460293 3.237096 -0.331 2.006 0.290
O -4.493360 3.647533 3.458578 0.048 -2.189 -0.362
I -6.327861 1.297207 3.459146 0.198 0.147 0.027
H -3.101363 0.740184 -1.848888 0.279 -0.265 -0.172
H -4.342419 0.497311 -0.639655 -0.234 -0.393 0.245
H -4.758205 0.418091 -2.355203 -0.159 -0.148 -0.234
H -5.333015 2.646472 -2.036067 -0.347 0.199 -0.061
H -3.640050 2.984162 -2.090804 0.297 0.224 0.033
H -2.766324 4.368025 1.019908 -0.201 0.314 0.121
H -2.261635 3.261303 -0.202932 0.129 0.067 -0.290
H -0.446817 2.434990 2.663812 0.315 0.089 0.247
H -0.297248 2.385854 0.910349 0.281 0.092 -0.159
H -0.679926 -1.212664 0.065925 0.384 0.007 -0.256
H -1.829534 0.105430 -0.034755 -0.062 0.161 -0.312
H -2.101047 -2.055710 2.051337 -0.008 -0.213 0.307
H -3.402908 -1.112870 1.356952 -0.281 0.138 0.072
H -2.645998 -2.403062 0.437546 -0.129 -0.152 -0.321
H -3.590454 0.668995 2.507748 -0.067 -0.245 -0.108
H -2.693944 1.492446 3.731035 0.146 -0.074 0.309
C -0.702059 1.129663 -5.542324 -0.146 0.100 0.107
C -1.555436 1.823221 -4.497241 0.328 0.036 -0.027
O -1.313572 1.295844 -3.191034 -0.133 0.067 0.025
H -0.891647 0.061664 -5.546720 -0.015 -0.070 -0.041
H -0.906753 1.527575 -6.538325 0.026 0.019 0.009
H 0.360093 1.265893 -5.326345 0.008 0.051 -0.043
H -2.614501 1.669422 -4.702111 -0.034 -0.011 0.091
H -1.360698 2.901825 -4.491753 -0.103 0.010 -0.056
H -0.384072 1.433634 -2.989647 0.088 -0.048 -0.003
C 0.728224 -4.168361 -6.470993 0.048 0.003 -0.017
C -0.234805 -3.038647 -6.165239 0.126 -0.013 -0.322
O 0.418815 -1.769378 -6.227350 -0.038 -0.104 0.172
H 1.564804 -4.161987 -5.774727 -0.005 -0.056 0.035
H 0.232687 -5.138904 -6.410451 0.017 -0.006 0.005
H 1.143236 -4.050165 -7.475053 -0.062 -0.028 -0.034
H -0.637390 -3.136406 -5.156485 0.024 0.109 0.028
H -1.067200 -3.045903 -6.875286 0.002 -0.053 0.115
H 0.771011 -1.669443 -7.116970 0.049 -0.017 -0.053
C 1.810627 1.767490 4.997945 0.095 -0.034 -0.095
C 2.835529 1.667646 3.883837 -0.058 0.219 0.167
O 2.937756 2.905935 3.177176 -0.042 -0.173 -0.200
H 0.834785 2.038951 4.590681 -0.028 -0.065 -0.014
H 1.717805 0.818842 5.529135 -0.003 0.013 0.012
H 2.084878 2.541692 5.714908 -0.022 -0.106 -0.001
H 2.547492 0.908810 3.157575 0.037 0.068 -0.104
H 3.818305 1.398406 4.284992 -0.038 -0.121 0.012
H 3.201323 3.578416 3.810476 -0.004 0.064 0.049
C -4.912650 -3.963547 -7.992058 0.078 -0.020 -0.050
C -3.873560 -3.074948 -7.333974 -0.136 0.107 -0.222
O -2.882590 -2.640552 -8.266250 0.020 -0.121 0.078
H -4.436486 -4.835200 -8.441441 0.011 -0.027 0.044
H -5.653551 -4.303308 -7.267470 -0.014 0.015 -0.004
H -5.431462 -3.426190 -8.789313 -0.056 0.026 0.048
H -3.346274 -3.618509 -6.551989 0.078 0.034 0.000
H -4.349379 -2.200216 -6.879209 -0.010 -0.054 0.098
H -3.329913 -2.145079 -8.957180 -0.013 0.054 -0.059
C 0.129302 -2.649585 6.397275 0.010 -0.034 -0.046
C 1.512877 -2.119415 6.067909 -0.210 0.103 -0.178
O 1.735492 -2.065358 4.662072 0.127 -0.098 0.132
H -0.005984 -3.644295 5.972027 0.030 -0.026 0.028
H -0.024868 -2.704894 7.476072 -0.013 0.019 -0.003
H -0.641612 -2.003185 5.971026 0.001 0.046 0.057
H 2.281206 -2.772917 6.477948 0.056 -0.001 -0.050
H 1.650772 -1.122023 6.498836 0.028 -0.055 0.125
H 1.071817 -1.483904 4.279336 -0.060 0.081 -0.105
C 1.187069 -4.514386 -12.011940 0.017 0.084 0.000
C 1.708386 -4.378301 -10.593334 -0.267 0.031 -0.008
O 1.382871 -3.108287 -10.031209 0.135 0.008 0.016
H 1.596755 -3.726056 -12.643649 0.048 -0.016 -0.004
H 1.456872 -5.481522 -12.438202 -0.020 -0.008 0.006
H 0.098881 -4.419503 -12.033559 -0.011 -0.076 0.013
H 2.793834 -4.455196 -10.575789 0.024 0.053 0.062
H 1.299670 -5.171510 -9.958056 0.087 -0.069 -0.028
H 0.424477 -3.029126 -10.026076 -0.074 0.018 0.012
C 2.247142 3.914487 9.849904 -0.148 -0.191 -0.005
C 2.757202 3.867962 8.424189 -0.131 0.223 0.041
O 1.684656 3.792016 7.481835 0.123 -0.045 0.122
H 1.643634 3.031692 10.068011 0.066 -0.052 -0.021
H 3.074766 3.958865 10.558661 -0.006 0.049 0.013
H 1.617621 4.790871 10.003152 0.091 0.081 0.035
H 3.372716 2.982764 8.265515 -0.045 -0.031 -0.091
H 3.363115 4.753325 8.212042 0.085 -0.035 0.065
H 1.137736 4.573033 7.601612 -0.050 0.054 0.002
C 4.018139 6.944261 12.381959 -0.056 -0.058 -0.037
C 4.483386 6.897779 10.938183 -0.182 0.197 0.066
O 3.383347 6.848498 10.031197 0.119 -0.088 -0.027
H 3.401674 6.074365 12.610157 0.034 -0.034 0.001
H 4.866216 6.962767 13.067541 -0.002 0.021 0.003
H 3.409378 7.833138 12.562643 0.060 0.043 0.019
H 5.074709 6.001685 10.755985 -0.019 -0.020 -0.081
H 5.105154 7.768879 10.707695 0.098 -0.059 0.034
H 2.855669 7.639839 10.166855 -0.041 0.065 -0.008
C 4.236155 -4.679723 -2.953393 -0.004 0.007 -0.051
C 2.829228 -5.147572 -3.277425 0.235 -0.256 0.111
O 2.841106 -6.227182 -4.209587 -0.151 0.194 -0.089
H 4.749528 -4.368530 -3.863260 -0.029 0.045 -0.013
H 4.221761 -3.842245 -2.254526 0.007 -0.015 0.016
H 4.819324 -5.489840 -2.509212 -0.022 0.018 0.074
H 2.257347 -4.343947 -3.736107 -0.055 -0.027 -0.040
H 2.307351 -5.460969 -2.366840 -0.024 0.119 0.026
H 3.333565 -6.950380 -3.813770 0.042 -0.070 0.010
```
Positions in Å, forces in eV/Å.

Calculated values
HOMO (eV): -8.20
Structure (SMILES): CCSCB(CSCC)CC(=O)I.CCO.CCO.CCO.CCO.CCO.CCO.CCO.CCO.CCO
HOMO-LUMO gap (hartree): 0.318
Lowest unoccupied orbital energy (hartree): 0.0163

The following is a DFT calculation (ωB97M-V with the def2-TZVPD basis set) of a 10-piece molecular cluster, C26H71N4O13S overall in a non-equilibrium geometry.

Geometry as XYZ:
```
115
Properties=species:S:1:pos:R:3:forces:R:3
O -0.189232 -2.398899 2.772741 0.781 0.114 1.733
H -0.652194 -3.191354 2.390024 -0.320 -0.530 -1.265
H -0.816519 -1.623501 2.753492 -1.317 0.357 -0.220
H 0.547103 -2.068149 2.175117 0.959 -0.408 -0.788
O -0.672514 -0.540122 0.002885 0.432 1.980 -0.775
H -1.124299 -1.347229 -0.373113 -0.494 -1.434 0.187
H -0.969172 -0.425424 0.951062 -1.101 -0.216 0.466
H 0.293246 -0.726803 0.103671 0.789 -0.715 0.661
O -4.016746 -1.573742 1.533081 -2.020 0.042 0.086
H -4.460788 -0.912544 0.988998 0.259 0.063 -0.194
H -3.938585 -2.488901 1.071227 0.611 -1.511 -0.674
H -3.114781 -1.270926 1.834448 1.243 1.312 0.666
O 1.412452 -1.446734 1.139339 0.139 1.108 -0.420
H 2.222166 -1.161583 0.700986 0.134 -0.347 0.562
O -1.905325 -0.615975 2.265383 1.358 0.367 0.125
H -1.565075 0.154663 2.737606 -0.616 -0.069 0.089
S -2.110848 -3.895516 0.111457 1.371 -2.593 -1.673
O -3.478261 -3.778244 0.588012 -2.707 0.645 1.298
O -1.184655 -4.113695 1.223185 0.404 0.102 1.170
O -2.000476 -4.952690 -0.872409 -0.116 -0.437 0.140
O -1.787324 -2.644620 -0.578727 0.497 2.855 -1.102
C 1.211795 -1.228971 -3.100592 0.534 1.114 0.158
C 2.325964 -2.097160 -2.436404 -1.725 0.674 -2.097
C 3.486900 -1.275594 -1.892663 -0.764 0.557 0.674
O 4.108263 -0.459928 -2.870762 0.477 -0.624 -0.889
C 5.434401 -0.140379 -2.530535 0.276 0.109 -0.346
N 1.688537 -2.938136 -1.447276 1.026 0.193 1.055
H 0.258083 -1.724998 -3.283222 0.245 -0.525 0.057
H 1.502752 -0.732779 -4.029986 0.229 -0.129 -0.071
H 0.965714 -0.406473 -2.421344 -0.033 0.066 0.173
H 2.769133 -2.651523 -3.269698 0.018 -0.561 0.187
H 4.148610 -1.991207 -1.397776 0.391 0.190 -0.035
H 3.154444 -0.503572 -1.188115 -0.380 -0.513 0.747
H 5.901892 0.472534 -3.302853 -0.476 0.137 -0.225
H 6.069760 -1.029214 -2.495491 -0.086 -0.182 0.443
H 5.493153 0.441805 -1.607574 0.003 -0.206 0.282
H 0.746952 -3.236182 -1.671086 0.073 -0.098 -0.530
H 1.544697 -2.354986 -0.621580 0.064 -0.536 0.288
C -3.566902 4.662125 0.339994 0.120 1.145 0.838
C -2.637286 3.484406 0.619522 -1.808 -0.421 -0.893
C -1.158442 3.784099 0.751512 -0.148 0.162 -0.115
O -0.505426 2.564874 0.597804 1.363 -0.928 -0.124
C 0.933381 2.678793 0.616299 -0.731 0.587 0.593
N -3.174396 2.760309 1.781470 0.171 0.433 -0.058
H -3.175777 5.307623 -0.447694 0.127 0.111 0.132
H -3.718906 5.234292 1.261854 0.441 0.443 -0.009
H -4.608793 4.469199 0.082180 0.234 -0.942 -0.253
H -2.854513 2.877920 -0.262888 0.807 -0.522 0.061
H -1.006096 4.205530 1.753366 0.217 0.158 0.133
H -0.718842 4.465091 0.014833 -0.490 0.388 -0.120
H 1.412231 1.898320 0.028984 -0.359 -0.135 -0.022
H 1.295619 2.642009 1.645095 0.034 -0.278 0.052
H 1.232173 3.659862 0.237810 0.004 0.007 -0.349
H -2.577170 1.984684 2.042298 0.057 -0.134 -0.217
H -3.126935 3.423790 2.548122 -0.158 -0.134 0.292
C 4.160399 2.562440 3.150788 -0.133 0.524 0.101
C 4.297312 1.028727 2.876383 0.358 1.262 -0.192
C 5.661714 0.487475 3.401996 -0.679 -0.392 -0.070
C 5.737655 0.533735 4.914337 0.546 -0.781 -0.337
C 4.600776 -0.235247 5.572412 1.031 1.058 -0.182
C 3.260211 0.176683 5.028714 -2.549 -1.209 -0.070
N 3.210638 0.257347 3.527009 1.777 -0.541 0.792
O 1.906771 0.570063 3.053549 1.038 0.124 0.507
C 2.297023 -1.001899 5.417314 -0.921 0.268 -0.498
C 2.725494 1.426620 5.748623 0.650 0.716 -0.406
C 4.286684 0.828211 1.374013 -1.647 -1.287 -1.022
H 3.154341 2.778774 3.510256 0.094 -0.070 0.268
H 4.256197 3.265709 2.319359 0.163 -0.610 -0.610
H 4.906703 2.957296 3.842583 -0.190 -0.247 0.407
H 5.781365 -0.550695 3.080884 -0.399 -0.164 0.009
H 6.512840 0.964129 2.911928 -0.196 0.576 0.077
H 5.776634 1.569232 5.253056 0.136 -0.079 0.232
H 6.610393 -0.042995 5.229732 0.513 0.679 0.042
H 4.706086 0.049711 6.621746 -0.613 -0.203 0.197
H 4.798488 -1.307038 5.541818 -0.243 -0.042 -0.420
H 2.420204 -1.325440 6.451486 0.288 0.033 0.000
H 1.236244 -0.760281 5.309728 0.039 0.603 0.152
H 2.330494 -1.858137 4.741256 0.832 -0.048 0.039
H 1.830011 1.827288 5.273005 -0.366 -0.522 0.248
H 2.610769 1.216560 6.811861 -0.385 -0.035 -0.056
H 3.400357 2.283039 5.676073 0.400 -0.191 0.121
H 3.298902 0.943266 0.914729 -0.285 0.805 0.492
H 4.354464 -0.234826 1.121764 0.999 -0.123 0.167
H 4.929638 1.450640 0.754159 0.468 -0.081 0.475
H 1.791503 -0.232640 2.508537 -0.791 -0.091 -0.648
C -2.075808 1.118541 -2.741478 0.452 0.405 0.682
C -3.191042 0.569110 -3.618680 -0.049 0.447 0.953
C -2.533309 0.488447 -5.049373 -2.004 0.479 -0.105
C -3.318790 -0.406676 -6.001771 0.690 -0.586 1.127
C -3.472327 -1.789378 -5.346675 -0.699 0.805 -0.141
C -4.194232 -1.766644 -3.981785 -0.167 0.203 0.235
N -3.531831 -0.769652 -3.145216 1.104 -0.651 -0.988
O -3.755252 -0.939805 -1.759613 -0.262 0.693 -0.596
C -5.692087 -1.461799 -4.193995 0.229 0.329 -0.078
C -3.981056 -3.149198 -3.392694 0.473 -0.804 -0.335
C -4.419817 1.559007 -3.438627 0.405 -0.511 -1.532
H -1.167996 0.521564 -2.832184 -0.038 -0.084 -0.004
H -2.305534 1.186153 -1.677421 -0.270 -0.299 -0.039
H -1.826815 2.146836 -3.014417 0.004 -0.004 -0.341
H -2.665332 1.463649 -5.525501 0.628 0.419 0.437
H -1.481841 0.206518 -5.033639 -0.037 0.008 0.384
H -2.723963 -0.493400 -6.912299 -0.366 -0.008 -0.274
H -4.268292 0.098261 -6.183019 -0.123 -0.323 -0.346
H -2.487193 -2.206578 -5.137462 0.045 -0.140 -0.401
H -4.073123 -2.407455 -6.016554 0.281 -0.428 0.047
H -6.212861 -1.221984 -3.266539 0.147 -0.107 0.127
H -5.730412 -0.575718 -4.828524 -0.384 -0.030 -0.040
H -6.225965 -2.273523 -4.689660 0.090 -0.071 -0.029
H -4.284383 -3.331032 -2.363539 -0.403 0.177 -0.144
H -4.425706 -3.863523 -4.090108 -0.478 -0.101 0.282
H -2.932429 -3.453721 -3.428793 0.205 0.405 0.221
H -4.109685 2.592430 -3.601896 0.109 0.092 0.485
H -4.931185 1.393292 -2.491919 0.388 0.128 0.196
H -5.180138 1.408018 -4.208996 -0.012 -0.253 -0.074
H -2.995046 -1.493668 -1.528788 0.062 -0.411 0.593
```
Positions in Å, forces in eV/Å.

Calculated values
Net charge: -1
HOMO (eV): -5.46
HOMO-LUMO gap (hartree): 0.284
Lowest unoccupied orbital energy (hartree): 0.0834